{
  "formula": "C23H15BrO",
  "method": "the ωB97M-V functional and the def2-TZVPD basis",
  "species": ["O", "C", "C", "Br", "C", "C", "C", "C", "C", "C", "C", "C", "C", "C", "C", "C", "C", "C", "C", "C", "C", "C", "C", "C", "C", "H", "H", "H", "H", "H", "H", "H", "H", "H", "H", "H", "H", "H", "H", "H"],
  "coordinates": [[1.327, 3.231, -1.990], [0.780, 2.401, -1.322], [-0.498, 2.579, -0.730], [-1.321, 4.306, -0.819], [-0.973, 1.504, -0.093], [-2.231, 1.508, 0.623], [-3.426, 1.505, -0.089], [-4.657, 1.462, 0.541], [-4.622, 1.123, 1.882], [-3.457, 1.066, 2.609], [-2.245, 1.282, 2.023], [0.041, 0.473, -0.145], [-0.090, -0.911, 0.433], [-1.272, -1.630, 0.089], [-1.451, -2.914, 0.567], [-0.356, -3.506, 1.289], [0.847, -2.832, 1.497], [0.926, -1.460, 1.225], [1.176, 0.975, -0.908], [2.441, 0.351, -1.239], [2.544, -0.259, -2.432], [3.715, -0.847, -2.883], [4.855, -0.722, -2.118], [4.725, -0.167, -0.873], [3.576, 0.470, -0.462], [-3.448, 1.711, -1.128], [-5.652, 1.562, -0.011], [-5.609, 0.935, 2.249], [-3.249, 0.813, 3.591], [-1.375, 1.220, 2.619], [-2.010, -1.077, -0.380], [-2.349, -3.478, 0.381], [-0.584, -4.440, 1.715], [1.722, -3.378, 1.941], [1.875, -0.993, 1.389], [1.686, -0.201, -3.079], [3.731, -1.215, -3.890], [5.733, -1.294, -2.463], [5.573, 0.033, -0.161], [3.602, 0.815, 0.554]],
  "forces_ev_per_angstrom": [[0.917, -0.258, -0.324], [1.189, -1.065, -0.177], [-3.118, 1.671, 0.854], [0.241, -0.797, 0.032], [-0.138, 2.264, -0.509], [-0.346, -1.464, 1.089], [-0.265, 1.256, 0.095], [-0.349, -0.665, -0.183], [-1.640, 0.325, -0.204], [0.676, 0.133, -0.791], [-0.692, 0.409, -2.736], [4.792, -0.541, -2.030], [-0.276, 0.928, -0.277], [2.066, -0.309, 1.865], [2.059, 0.090, 0.707], [-1.225, 1.482, -1.140], [-0.110, -0.494, 0.979], [-0.260, -1.431, -1.704], [-3.624, -0.732, 2.696], [-0.180, 1.008, 1.236], [-0.061, -0.822, -2.107], [-0.229, 1.044, -0.164], [0.338, -2.096, -0.690], [1.956, 1.747, 1.642], [0.027, -1.273, 0.451], [0.469, -0.013, -0.969], [1.698, -0.205, 0.803], [-0.187, -0.139, 1.059], [-1.217, -0.548, 2.197], [0.983, 0.016, 0.244], [-1.467, 0.657, -1.192], [-0.177, -0.046, 0.067], [0.377, -1.312, 0.275], [-1.068, 0.701, -0.251], [0.084, 0.647, 0.121], [-0.243, -0.343, -0.233], [0.157, -0.462, -0.225], [-0.164, 0.813, 0.400], [-0.554, -0.843, -1.075], [-0.437, 0.665, 0.168]],
  "total_charge": 0,
  "smiles": "O=C1C(Br)=C(c2ccccc2)C(c2ccccc2)=C1c1ccccc1",
  "energy_ev": -96181.6711,
  "gap_ev": 7.0,
  "de_lowest_kcal_mol": 0.00,
  "lumo_ev": -1.313,
  "max_force_ha_per_bohr": 0.1017
}

=====

{
  "formula": "C25H28N2O4S",
  "method": "the ωB97M-V functional and the def2-TZVPD basis",
  "species": ["C", "O", "C", "C", "C", "C", "C", "C", "H", "H", "N", "C", "H", "C", "N", "C", "O", "C", "C", "C", "C", "O", "C", "H", "H", "S", "O", "C", "C", "C", "C", "C", "C", "C", "H", "H", "C", "H", "H", "H", "H", "H", "H", "H", "H", "H", "C", "H", "C", "H", "H", "H", "H", "H", "H", "H", "H", "H", "H", "H"],
  "coordinates": [[-7.694, -2.726, 0.304], [-7.093, -1.841, -0.607], [-5.970, -1.169, -0.214], [-5.414, -0.303, -1.152], [-4.274, 0.418, -0.864], [-3.650, 0.309, 0.381], [-4.223, -0.552, 1.316], [-5.358, -1.286, 1.029], [-5.760, -1.937, 1.789], [-3.784, -0.642, 2.298], [-2.523, 1.061, 0.738], [-1.365, 0.337, 1.227], [-1.687, -0.486, 1.863], [-0.471, 1.293, 2.019], [-0.077, 2.382, 1.162], [1.128, 2.604, 0.591], [1.319, 3.566, -0.144], [2.253, 1.699, 0.882], [3.588, 2.004, 0.799], [4.289, 0.819, 1.095], [3.340, -0.141, 1.322], [2.106, 0.387, 1.194], [3.471, -1.575, 1.629], [2.499, -2.051, 1.730], [4.063, -1.748, 2.529], [4.459, -2.457, 0.291], [4.750, -3.773, 0.855], [3.042, -2.757, -0.875], [2.451, -1.491, -1.394], [1.076, -1.319, -1.465], [0.537, -0.160, -1.998], [1.355, 0.868, -2.445], [2.733, 0.701, -2.346], [3.275, -0.464, -1.842], [4.347, -0.584, -1.793], [3.384, 1.496, -2.678], [0.789, 2.134, -3.007], [1.317, 2.417, -3.915], [-0.269, 2.027, -3.234], [0.916, 2.941, -2.284], [-0.537, -0.067, -2.080], [0.418, -2.106, -1.122], [2.317, -3.382, -0.355], [3.489, -3.342, -1.682], [5.350, 0.685, 1.131], [3.994, 2.965, 0.561], [-1.229, 3.119, 0.689], [-0.877, 3.934, 0.055], [-2.145, 2.179, -0.101], [-3.044, 2.724, -0.391], [-1.609, 1.855, -1.008], [-1.768, 3.527, 1.549], [0.395, 0.768, 2.413], [-1.044, 1.713, 2.854], [-0.774, -0.076, 0.393], [-3.868, 1.064, -1.627], [-5.891, -0.215, -2.115], [-8.554, -3.146, -0.216], [-8.035, -2.207, 1.206], [-7.013, -3.537, 0.587]],
  "forces_ev_per_angstrom": [[-0.084, -0.129, 0.138], [0.187, 0.227, -0.161], [0.072, 0.123, -0.147], [-0.268, -0.246, 0.121], [0.154, 0.004, 0.096], [-0.291, -0.197, 0.000], [0.128, 0.094, -0.139], [-0.231, -0.211, -0.077], [-0.064, -0.061, 0.046], [0.034, 0.034, 0.096], [0.115, 0.267, 0.116], [0.197, 0.024, 0.275], [0.031, 0.020, -0.021], [-0.012, -0.572, 0.157], [-0.154, 0.097, 0.043], [-0.229, 0.090, 0.038], [0.288, 0.019, -0.009], [1.137, 0.433, -0.212], [-0.844, -0.010, 0.100], [-0.437, -0.464, 0.225], [0.743, 0.504, 0.035], [-0.187, -0.201, 0.015], [0.213, -0.210, -0.586], [-0.002, -0.129, -0.006], [0.016, -0.072, -0.067], [-1.386, 0.709, 0.002], [0.496, -1.074, 0.408], [0.572, 0.139, 0.217], [-0.201, 0.126, -0.115], [0.143, -0.110, 0.023], [0.004, 0.059, -0.079], [-0.058, -0.070, -0.024], [-0.036, -0.041, 0.022], [-0.063, -0.012, -0.109], [0.100, 0.045, -0.040], [0.093, 0.106, -0.046], [0.009, 0.120, 0.038], [-0.017, 0.037, -0.109], [-0.075, 0.013, -0.049], [-0.051, 0.063, -0.037], [-0.089, 0.041, -0.013], [-0.054, -0.085, 0.040], [0.076, -0.027, 0.128], [0.067, -0.060, 0.095], [0.244, -0.096, 0.015], [0.009, 0.238, -0.093], [-0.141, 0.211, -0.465], [-0.091, -0.077, 0.111], [0.015, 0.215, 0.227], [0.044, -0.018, -0.056], [-0.050, 0.038, -0.052], [0.004, -0.018, -0.050], [-0.137, 0.096, 0.004], [0.045, -0.069, -0.043], [-0.034, -0.034, 0.088], [0.065, 0.080, -0.060], [-0.057, 0.012, -0.120], [0.047, -0.003, 0.085], [0.023, -0.026, -0.024], [-0.024, 0.036, 0.005]],
  "total_charge": 0,
  "energy_ev": -48383.8642,
  "gap_ev": 8.3,
  "de_lowest_kcal_mol": 49.40,
  "lumo_ev": 0.603,
  "max_force_ha_per_bohr": 0.0303
}